Formula: C23H29N6OSV
Source: the Open Molecules 2025 dataset
Level of theory: wB97M-V/def2-TZVPD

Highest occupied orbital energy (spin up / spin down), eV: -10.152 / -10.081
Net charge: +1
<S²>: 0.785
Gap between HOMO and LUMO (spin up / spin down), eV: 7.03 / 6.93
2S+1: 2
Lowest unoccupied orbital energy (spin up / spin down), eV: -3.12 / -3.15
Energy above the lowest of the compared OMol25 structures with the same formula, charge and spin, kJ/mol: 0.0

Each line ends with the Mulliken charge.
Element x y z (Å)
C1 2.394 3.946 -1.278  -0.822
C2 0.580 2.364 -1.790  0.683
H1 -0.892 2.146 1.909  0.548
C3 -2.550 -1.061 4.705  -0.756
C4 -2.804 -0.881 -2.582  -1.557
H2 2.853 -0.701 -1.789  0.447
H3 2.125 4.977 -1.051  0.305
H4 -3.468 -0.106 -2.200  0.278
N1 -0.393 1.974 -2.627  -0.192
C5 -2.994 -2.218 -0.474  -1.534
H5 -0.499 4.147 0.565  0.380
H6 -1.616 -3.462 -2.406  0.441
N2 1.896 -0.622 0.082  -0.112
H7 -0.691 2.593 -3.362  0.286
C6 -2.031 -1.560 -1.458  1.315
H8 2.240 -0.341 4.212  0.238
H9 -1.255 5.728 -1.164  0.430
H10 0.370 -0.594 6.432  0.419
C7 -0.313 -0.702 5.599  -1.183
H11 -0.490 -2.173 -2.853  0.341
H12 -3.673 -1.478 -0.043  0.313
C8 -3.118 2.406 -0.640  -0.091
H13 -2.126 -0.430 -3.312  0.353
C9 -3.548 3.288 -1.622  -0.626
H14 -3.594 -2.977 -0.979  0.470
H15 -0.375 -2.940 -1.258  0.306
C10 -1.500 1.661 1.130  -1.576
H16 4.166 0.074 2.461  0.397
C11 1.232 -0.487 2.381  0.471
H17 1.211 3.812 -3.033  0.225
C12 -2.868 4.482 -1.840  -0.706
H18 -2.448 -2.699 0.339  0.322
C13 -1.349 3.893 -0.059  -0.299
C14 -1.068 -2.596 -2.028  -1.644
N3 -1.247 -0.549 -0.733  -0.062
C15 2.924 -0.563 -0.719  -0.221
H19 -2.047 -0.973 6.798  0.396
C16 -1.996 2.672 0.147  0.575
H20 -3.599 -1.231 4.906  0.439
H21 -1.095 1.366 -2.225  -0.297
H22 -3.406 -1.621 -3.113  0.462
H23 -3.208 5.179 -2.595  0.423
H24 -4.425 3.048 -2.211  0.423
C17 -0.754 -0.778 3.200  0.436
C18 2.306 -0.399 1.381  -0.033
C19 -2.114 -0.994 3.400  -0.319
C20 -1.773 4.783 -1.038  -0.564
C21 -1.661 -0.915 5.789  -0.449
N4 -0.020 -0.677 2.009  -0.043
C22 0.111 -0.642 4.275  0.445
O1 0.731 1.807 -0.666  -0.378
C23 3.624 -0.151 1.556  -0.186
H25 -2.788 -1.107 2.561  0.433
H26 2.416 3.380 -0.352  0.256
V1 -0.227 0.249 0.234  0.315
N5 1.412 3.344 -2.166  -0.164
H27 -3.660 1.480 -0.476  0.483
N6 1.372 -0.438 3.712  -0.009
S1 4.403 -0.254 0.050  -0.112
H28 3.382 3.924 -1.734  0.301
H29 -2.328 1.160 1.631  0.581


Formula: C23H29NO14S
Source: the Open Molecules 2025 dataset
Level of theory: wB97M-V/def2-TZVPD

Highest occupied orbital energy, eV: -10.094
Gap between HOMO and LUMO, eV: 9.70
SMILES: O=C1NC(=O)c2cc(CCCS(=O)(=O)O)ccc21.C[C@@H]1COC(=O)O1.C[C@@H]1COC(=O)O1.C[C@@H]1COC(=O)O1
2S+1: 1
Lowest unoccupied orbital energy, eV: -0.39

Each line ends with the Mulliken charge.
Element x y z (Å)
O1 -3.659 1.341 -0.894  -0.362
H1 -1.093 -0.215 -5.511  0.305
H2 2.115 -1.831 -1.500  0.175
O2 1.479 -0.150 -6.105  -0.236
O3 -1.053 2.106 2.081  -0.393
C1 -0.350 -1.250 -2.548  0.475
C2 0.397 -3.139 -1.598  -0.513
H3 -3.879 3.725 -2.291  0.329
C3 2.486 -3.292 -3.028  -1.595
O4 -1.093 -0.393 -2.913  -0.500
H4 1.994 -2.611 3.699  0.506
O5 3.086 -1.164 -7.318  -0.535
H5 3.303 -2.704 -3.445  0.386
C4 1.551 -2.409 -2.239  0.601
C5 -1.669 2.718 -1.144  -1.240
C6 0.244 0.594 -7.873  -0.487
O6 0.863 -1.484 -3.094  -0.216
H6 0.632 -3.510 -0.602  0.319
C7 0.981 0.270 7.436  0.058
H7 -1.033 2.059 -0.555  -0.122
O7 -0.608 -2.117 -1.538  -0.353
H8 -0.409 1.031 -4.500  0.199
H9 0.385 -1.965 3.384  0.328
O8 0.990 2.019 3.505  -0.534
H10 -1.528 1.813 2.876  0.326
H11 -0.035 1.485 -8.431  0.319
C8 2.181 -0.024 5.452  -0.204
C9 -0.969 -0.856 8.061  0.140
H12 0.989 -0.057 0.712  0.094
C10 0.224 -1.355 5.811  -0.838
O9 1.163 2.456 1.196  -0.644
H13 -2.104 3.435 -0.445  0.470
C11 2.049 0.628 6.654  -0.971
H14 2.907 -4.076 -2.398  0.398
C12 1.295 -0.981 5.007  1.297
H15 -1.435 0.561 9.326  0.264
H16 2.609 0.021 2.865  0.460
C13 -3.665 2.735 -2.704  -0.469
O10 1.007 1.615 9.495  -0.532
O11 -1.934 -1.569 7.920  -0.546
C14 0.531 0.765 8.786  0.179
H17 1.967 -3.751 -3.871  0.349
O12 1.501 0.080 -8.331  -0.342
H18 1.022 1.846 -6.296  0.239
C15 -4.869 1.266 -1.502  0.586
H19 -0.485 -2.122 5.513  0.466
C16 1.891 -0.727 2.528  -0.809
C17 2.119 -0.479 -7.257  0.587
H20 -1.460 1.491 -5.845  0.437
H21 -0.520 -0.175 -8.021  0.333
C18 0.526 0.878 -6.420  0.541
S1 0.508 1.683 2.201  1.107
H22 3.034 0.250 4.838  0.368
H23 -2.281 1.101 -2.407  -0.218
H24 0.017 -3.963 -2.206  0.340
C19 -2.739 1.917 -1.841  1.367
N1 -0.620 -0.021 9.141  -0.268
H25 2.394 -1.360 1.786  0.364
C20 -0.684 0.794 -5.522  -1.351
C21 1.412 -1.687 3.655  -1.032
H26 -0.209 -0.626 1.838  0.472
C22 0.719 -0.048 1.772  -0.481
O13 -5.806 0.678 -1.071  -0.555
H27 -1.051 3.256 -1.863  0.400
C23 0.104 -0.703 6.997  0.374
O14 -4.868 1.959 -2.673  -0.335
H28 2.739 1.396 6.989  0.462
H29 -3.302 2.845 -3.724  0.264


Formula: C23H30BI3N3O4S
Source: the Open Molecules 2025 dataset
Level of theory: wB97M-V/def2-TZVPD

Highest occupied orbital energy, eV: -5.285
Net charge: -1
Gap between HOMO and LUMO, eV: 6.22
2S+1: 1
Lowest unoccupied orbital energy, eV: 0.93

Each line ends with the Mulliken charge.
Element x y z (Å)
C1 -0.223 5.712 2.733  -1.014
H1 -3.554 -0.100 0.092  0.118
H2 -0.324 0.793 -7.187  0.369
H3 -4.324 -0.367 1.785  0.272
H4 -1.012 -0.300 -3.093  0.549
H5 0.889 5.365 2.881  0.279
H6 -2.089 4.537 -1.650  0.225
H7 1.778 -1.916 -1.116  0.078
C2 0.041 -1.276 -6.707  -0.450
I1 -2.556 3.974 4.102  -0.063
C3 5.371 -2.933 2.961  -0.553
C4 -0.329 -1.899 -4.402  -0.155
C5 4.012 -5.372 2.738  -0.403
C6 3.638 -4.284 1.948  -0.243
H8 0.946 1.685 1.887  0.181
C7 -1.085 3.464 1.305  -0.617
H9 -1.321 0.033 0.090  -0.073
C8 -0.711 0.381 -5.108  -0.648
C9 -3.354 1.798 1.530  -0.780
C10 -0.714 -0.585 -4.099  -0.002
H10 -0.537 6.302 3.693  0.324
C11 -2.833 3.745 -1.164  -0.091
H11 -1.106 2.105 -1.356  0.132
I2 -5.852 0.620 -1.801  -0.036
N1 -4.166 4.032 -1.022  -0.837
O1 0.071 -4.054 -3.641  -0.608
C12 -1.066 0.695 1.048  -0.244
H12 -0.348 6.478 1.826  0.268
O2 7.139 -4.878 5.402  -0.594
H13 -1.539 0.102 1.963  0.244
C13 0.523 0.792 1.268  -0.538
O3 -0.663 -2.567 -2.205  -0.555
O4 7.379 -2.776 4.822  -0.584
H14 -2.847 1.485 -1.213  0.020
H15 -6.426 0.012 0.842  0.407
C14 -2.127 2.283 -0.761  0.004
H16 2.812 -4.382 1.246  0.397
C15 -0.331 0.035 -6.406  -0.352
H17 0.860 -0.190 1.862  0.398
C16 0.045 -2.250 -5.706  -0.374
N2 6.831 -3.883 4.729  0.953
H18 5.888 -1.979 3.035  0.412
C17 1.257 0.614 -0.225  0.038
C18 -5.666 0.807 0.377  -1.058
H19 1.984 1.514 -0.452  0.237
C19 -1.176 4.355 2.490  -0.238
C20 5.739 -4.026 3.758  0.087
H20 -4.065 2.730 1.475  0.370
H21 4.022 -2.225 1.434  0.051
C21 -4.131 0.457 0.942  -0.022
N3 -0.307 -2.913 -3.341  1.017
H22 -4.628 3.199 -0.597  0.310
H23 -6.047 1.857 0.798  0.408
C22 4.317 -3.069 2.055  0.011
H24 0.333 -1.538 -7.722  0.359
H25 5.345 -6.108 4.253  0.409
S1 2.361 -0.942 -0.287  -0.237
H26 0.456 0.486 -1.095  -0.209
H27 0.341 -3.266 -5.956  0.426
B1 -1.903 2.141 0.902  0.826
I3 0.578 4.210 -0.024  -0.129
H28 -1.001 1.404 -4.881  0.434
H29 -3.142 1.441 2.654  0.085
H30 3.479 -6.317 2.648  0.362
C23 5.066 -5.250 3.645  -0.353


Formula: C23H30ClCrN3O2S4Sb
Source: the Open Molecules 2025 dataset
Level of theory: wB97M-V/def2-TZVPD

Highest occupied orbital energy (spin up / spin down), eV: -7.040 / -7.235
<S²>: 8.784
Gap between HOMO and LUMO (spin up / spin down), eV: 7.23 / 5.71
2S+1: 6
Lowest unoccupied orbital energy (spin up / spin down), eV: 0.19 / -1.53
Energy above the lowest of the compared OMol25 structures with the same formula, charge and spin, kJ/mol: 13.7

Each line ends with the Mulliken charge.
Element x y z (Å)
S1 -1.984 -5.205 2.300  -0.404
H1 -3.279 2.286 2.682  0.541
H2 -1.592 0.323 -3.209  0.395
C1 0.271 -0.545 -3.807  -0.447
H3 0.964 1.435 -0.225  0.198
N1 -1.185 -1.670 0.770  0.680
C2 -0.516 0.473 -3.279  -0.303
H4 -3.488 2.266 0.935  0.299
C3 1.416 1.848 -2.993  -0.312
H5 -1.626 2.974 -2.941  0.397
H6 4.381 -0.091 1.073  0.439
H7 -1.345 3.463 3.741  0.506
H8 2.131 -5.166 -1.311  0.323
S2 0.781 -4.343 0.411  0.734
N2 -0.259 0.261 0.963  1.944
C4 -2.763 2.099 1.737  -1.632
C5 0.042 1.677 -2.846  0.497
H9 1.871 2.781 -2.672  0.354
H10 2.686 -5.719 0.321  0.415
S3 -2.961 -5.457 -0.807  -0.486
C6 3.703 -0.925 0.934  -0.569
Cr1 -2.055 -3.365 -0.025  1.080
H11 -0.163 4.608 0.130  0.596
C7 1.971 -3.035 0.581  0.148
H12 -1.196 -2.040 2.887  0.387
H13 -0.219 3.666 -2.160  0.453
C8 2.272 -2.227 -0.505  -0.374
C9 -1.556 3.048 1.635  2.063
C10 1.640 -0.349 -3.916  0.271
H14 -2.495 1.044 1.731  0.189
H15 -0.513 1.989 3.251  0.297
H16 -2.349 3.181 -0.811  0.788
C11 3.150 -1.166 -0.321  -0.498
C12 2.219 0.846 -3.525  -0.795
H17 0.175 3.578 2.850  0.342
H18 -1.335 5.228 1.721  0.510
H19 1.810 -2.416 -1.468  0.498
C13 0.347 1.561 0.661  -3.139
H20 -0.736 -0.492 -0.961  -0.073
C14 3.384 -1.740 2.011  -0.600
N3 -0.359 -0.207 2.244  -0.794
Sb1 -4.147 -5.205 1.276  0.237
C15 -0.931 -1.374 2.076  -1.177
H21 1.001 1.819 1.484  0.624
C16 -0.640 2.722 0.409  2.307
O1 -0.144 -3.919 -0.736  -0.580
H22 2.227 -3.433 2.680  0.462
H23 -2.521 4.694 0.508  0.292
H24 -2.907 4.624 2.219  0.505
H25 1.229 -6.459 -0.435  0.406
C17 -1.492 2.513 -0.868  -0.886
C18 -0.743 -0.621 0.112  -0.497
C19 -0.753 3.007 2.943  -1.925
H26 -1.916 1.505 -0.844  0.554
C20 1.828 -5.553 -0.335  -1.104
O2 0.314 3.777 0.218  -0.762
C21 -2.101 4.479 1.495  -1.995
Cl1 2.647 -1.618 -4.556  -0.202
H27 3.287 0.991 -3.638  0.441
C22 2.506 -2.801 1.839  -0.351
H28 -0.170 -1.479 -4.135  0.480
H29 3.402 -0.527 -1.160  0.368
H30 3.801 -1.539 2.990  0.391
S4 -4.194 -2.843 0.904  -0.613
C23 -0.821 2.762 -2.234  -1.894


Calculated values (eV Å⁻¹) of max |F| for the records, taken in order: 1.4 2.6 6.7 1.2.